(1)
10 unconnected molecules or ions with the total composition C30H84N8O14 at a distorted geometry. Source: OMol25; level of theory: wB97M-V/def2-TZVPD.

The value obtained for the HOMO-LUMO gap is 8.0 eV. As for the electronic energy: -73050.326 eV. For the HOMO energy, the calculation gives -7.788 eV. The relative energy (zero: lowest compared OMol25 entry of this formula, charge and spin) is 10.4 kcal per mole.

Last column: Löwdin charge in e.
CARTESIAN COORDINATES (ANGSTROEM)
C: 1.372 -4.514 -0.414  -0.076
O: 1.454 -3.873 0.881  -0.208
C: 2.734 -3.370 1.010  -0.268
C: 3.046 -2.953 2.439  -0.202
N: 1.962 -2.256 3.088  -0.080
C: 2.162 -2.119 4.541  -0.170
C: 1.038 -1.186 5.148  -0.155
O: -0.204 -1.793 4.673  -0.225
C: -1.406 -0.931 4.763  -0.066
H: 2.066 -5.312 -0.510  0.068
H: 1.609 -3.842 -1.314  0.095
H: 0.324 -4.819 -0.569  0.100
H: 2.962 -2.588 0.223  0.130
H: 3.391 -4.210 0.856  0.107
H: 4.024 -2.368 2.376  0.143
H: 3.287 -3.915 2.949  0.122
H: 1.051 -2.696 3.043  0.107
H: 3.162 -1.776 4.657  0.103
H: 2.145 -3.082 5.017  0.108
H: 1.186 -0.138 4.803  0.119
H: 1.146 -1.330 6.172  0.086
H: -2.233 -1.588 4.469  0.080
H: -1.316 -0.149 3.969  0.074
H: -1.723 -0.637 5.787  0.094
C: -1.072 1.784 -3.702  -0.145
O: -0.197 2.538 -2.945  -0.244
C: 1.192 2.747 -3.462  -0.128
C: 2.009 3.199 -2.232  -0.209
N: 1.705 4.485 -1.611  -0.036
C: 1.750 5.640 -2.585  -0.190
C: 1.209 6.858 -1.939  -0.280
O: -0.186 6.933 -1.924  -0.219
C: -0.686 8.269 -1.585  -0.072
H: -2.016 1.639 -3.122  0.101
H: -0.647 0.871 -4.102  0.063
H: -1.305 2.398 -4.559  0.075
H: 1.067 3.537 -4.193  0.099
H: 1.575 1.767 -3.897  0.140
H: 3.013 3.344 -2.613  0.111
H: 1.959 2.415 -1.498  0.096
H: 0.929 4.510 -0.922  0.090
H: 1.268 5.532 -3.519  0.101
H: 2.804 5.839 -2.616  0.117
H: 1.652 7.738 -2.508  0.145
H: 1.586 6.710 -0.907  0.131
H: -0.202 8.590 -0.657  0.084
H: -1.692 8.124 -1.267  0.070
H: -0.507 9.013 -2.416  0.107
C: -5.848 1.285 4.448  -0.090
O: -4.997 2.281 5.023  -0.184
C: -4.214 2.993 4.129  -0.241
C: -2.756 2.596 4.280  -0.222
N: -1.915 3.216 3.294  -0.041
C: -0.467 3.032 3.463  -0.216
C: 0.299 3.955 4.325  -0.215
O: -0.187 4.163 5.672  -0.191
C: 0.198 3.091 6.549  -0.103
H: -6.325 1.487 3.487  0.072
H: -6.610 1.115 5.179  0.076
H: -5.189 0.434 4.260  0.083
H: -4.264 4.062 4.370  0.121
H: -4.611 2.841 3.046  0.130
H: -2.719 1.516 4.245  0.089
H: -2.422 2.888 5.254  0.110
H: -2.254 3.035 2.336  0.107
H: -0.020 3.108 2.448  0.111
H: -0.304 1.930 3.669  0.110
H: 0.355 4.991 3.954  0.121
H: 1.323 3.588 4.328  0.115
H: 1.303 3.059 6.595  0.090
H: -0.101 2.111 6.306  0.050
H: -0.185 3.404 7.521  0.090
C: -0.260 -2.142 -4.002  -0.133
O: 0.869 -2.843 -3.621  -0.200
C: 1.109 -3.958 -4.540  -0.187
C: 2.553 -4.438 -4.511  -0.176
N: 2.592 -5.852 -5.008  -0.047
C: 3.689 -6.718 -4.541  -0.204
C: 3.171 -8.093 -4.163  -0.276
O: 2.685 -8.816 -5.276  -0.165
C: 2.674 -10.210 -4.903  -0.093
H: -0.404 -1.343 -3.291  0.075
H: -1.104 -2.781 -3.978  0.076
H: -0.287 -1.806 -4.995  0.070
H: 0.887 -3.618 -5.590  0.130
H: 0.398 -4.716 -4.388  0.099
H: 2.907 -4.443 -3.477  0.109
H: 3.116 -3.701 -5.087  0.114
H: 2.374 -5.901 -5.991  0.109
H: 4.130 -6.319 -3.648  0.105
H: 4.552 -6.806 -5.204  0.117
H: 2.525 -8.017 -3.303  0.117
H: 4.080 -8.451 -3.705  0.108
H: 3.676 -10.626 -4.981  0.087
H: 2.087 -10.658 -5.659  0.065
H: 2.162 -10.341 -3.909  0.106
N: -0.470 -1.643 0.492  0.192
C: 0.213 -0.776 -0.370  -0.649
N: -0.330 0.436 -0.559  0.200
O: 1.252 -1.098 -0.942  0.014
H: 0.122 -2.459 0.624  0.066
H: -1.003 -1.200 1.185  0.066
H: -0.992 0.653 0.148  0.082
H: 0.207 1.214 -0.924  0.088
N: -4.024 -0.524 -0.547  0.186
C: -4.299 0.353 0.420  -0.668
N: -5.252 1.283 0.172  0.170
O: -3.822 0.344 1.588  -0.036
H: -4.489 -0.576 -1.461  0.106
H: -3.214 -1.055 -0.444  0.068
H: -5.878 1.066 -0.556  0.049
H: -5.524 1.724 1.040  0.091
C: -0.885 5.525 0.901  -0.108
O: -0.930 4.143 0.460  -0.127
H: -0.001 5.736 1.508  0.076
H: -0.842 6.185 0.071  0.037
H: -1.702 5.696 1.610  0.084
H: -1.009 4.144 -0.472  0.038
C: -7.547 -1.151 -0.906  -0.115
O: -6.727 -0.399 -1.821  -0.162
H: -8.003 -2.051 -1.290  0.072
H: -6.888 -1.453 -0.140  0.063
H: -8.423 -0.493 -0.652  0.100
H: -7.081 -0.380 -2.719  0.091
C: 3.171 0.935 1.705  -0.165
O: 1.854 0.548 2.111  -0.176
H: 3.486 0.697 0.664  0.062
H: 3.318 2.051 1.761  0.082
H: 3.907 0.455 2.415  0.081
H: 1.888 -0.422 2.369  0.047
C: 4.085 -0.463 -2.441  -0.223
O: 3.586 -1.443 -3.244  -0.117
H: 5.052 -0.032 -2.860  0.101
H: 3.431 0.345 -2.269  0.033
H: 4.344 -0.891 -1.431  0.081
H: 2.699 -1.645 -2.884  0.054

***

(2)
11 unconnected molecules or ions with the total composition C30H86N4O18 at a distorted geometry. Source: OMol25; level of theory: wB97M-V/def2-TZVPD.

The value obtained for the HOMO-LUMO gap is 9.2 eV. As for the electronic energy: -75311.949 eV. For the HOMO energy, the calculation gives -8.924 eV. The relative energy (zero: lowest compared OMol25 entry of this formula, charge and spin) is 97.9 kcal per mole.

Last column: Löwdin charge in e.
CARTESIAN COORDINATES (ANGSTROEM)
C: 8.514 17.800 12.954  -0.137
O: 8.993 16.960 13.916  -0.207
C: 8.064 16.802 14.989  -0.159
C: 8.639 15.731 15.926  -0.448
C: 8.339 14.389 15.354  -0.094
N: 8.099 15.715 17.246  0.034
H: 8.193 18.779 13.311  0.089
H: 7.601 17.335 12.584  0.091
H: 9.308 17.919 12.217  0.079
H: 7.977 17.773 15.478  0.129
H: 7.100 16.469 14.604  0.125
H: 9.728 15.716 15.969  0.134
H: 8.750 14.331 14.346  0.059
H: 7.268 14.339 15.160  0.082
H: 8.637 13.502 15.914  0.086
H: 8.403 14.981 17.870  0.080
H: 7.091 15.765 17.207  0.075
C: 13.866 10.926 17.128  -0.078
O: 15.094 10.245 16.861  -0.182
C: 16.137 11.090 16.447  -0.216
C: 17.357 10.241 16.316  -0.413
C: 18.568 10.951 15.725  -0.058
N: 17.058 9.057 15.436  0.067
H: 13.166 10.129 17.379  0.089
H: 13.383 11.486 16.328  0.056
H: 13.917 11.666 17.927  0.074
H: 15.948 11.367 15.409  0.118
H: 16.221 11.938 17.127  0.112
H: 17.615 9.968 17.340  0.132
H: 19.531 10.475 15.906  0.075
H: 18.791 11.907 16.198  0.063
H: 18.509 11.024 14.639  0.068
H: 16.737 9.377 14.534  0.031
H: 16.244 8.716 15.926  0.041
C: 12.118 16.546 11.740  -0.085
O: 12.462 15.432 12.557  -0.210
C: 11.403 14.994 13.442  -0.136
C: 11.672 13.457 13.689  -0.365
C: 13.122 13.265 14.169  -0.049
N: 11.607 12.752 12.459  0.055
H: 13.019 16.946 11.275  0.079
H: 11.672 17.390 12.268  0.072
H: 11.562 16.222 10.860  0.069
H: 11.433 15.572 14.365  0.118
H: 10.412 15.140 13.012  0.103
H: 10.902 13.050 14.344  0.123
H: 13.491 12.240 14.192  0.057
H: 13.166 13.563 15.217  0.062
H: 13.908 13.857 13.699  0.073
H: 12.184 11.924 12.488  0.055
H: 12.011 13.404 11.802  0.085
C: 18.218 12.827 19.255  -0.090
O: 16.807 13.091 19.241  -0.239
C: 16.446 14.442 19.618  -0.172
C: 15.103 14.653 18.824  -0.382
C: 15.192 15.226 17.363  -0.044
N: 14.331 15.669 19.578  0.014
H: 18.279 11.751 19.095  0.081
H: 18.651 13.114 20.214  0.085
H: 18.657 13.349 18.406  0.083
H: 16.362 14.385 20.703  0.116
H: 17.154 15.240 19.398  0.122
H: 14.576 13.704 18.922  0.114
H: 14.330 15.148 16.702  0.060
H: 15.807 14.515 16.810  0.063
H: 15.614 16.229 17.309  0.063
H: 14.373 15.384 20.546  0.055
H: 14.914 16.489 19.480  0.058
O: 14.086 8.022 14.414  -0.056
C: 12.862 7.938 13.724  -0.223
C: 12.281 9.356 13.303  -0.225
O: 13.163 10.026 12.448  -0.087
H: 14.107 7.259 14.996  0.093
H: 12.904 7.385 12.787  0.115
H: 12.117 7.484 14.377  0.116
H: 12.154 9.972 14.193  0.106
H: 11.339 9.212 12.773  0.108
H: 14.051 9.757 12.696  0.049
O: 13.727 15.081 7.030  -0.079
C: 14.052 13.779 7.480  -0.226
C: 13.950 13.767 9.001  -0.188
O: 15.101 14.362 9.654  -0.073
H: 12.876 15.291 7.421  0.017
H: 13.487 13.049 6.901  0.117
H: 15.089 13.652 7.168  0.121
H: 13.890 12.740 9.362  0.117
H: 13.034 14.187 9.417  0.109
H: 15.050 15.308 9.499  0.101
O: 16.527 13.378 11.644  -0.064
C: 15.972 12.201 12.130  -0.272
C: 16.793 10.985 11.690  -0.206
O: 16.162 9.935 12.409  -0.084
H: 16.027 13.559 10.844  0.022
H: 15.928 12.321 13.212  0.106
H: 14.944 12.079 11.790  0.110
H: 17.829 11.128 11.996  0.116
H: 16.813 10.939 10.602  0.124
H: 16.537 9.115 12.080  0.102
O: 11.185 15.697 7.816  -0.070
C: 10.225 16.693 8.152  -0.201
C: 9.222 16.291 9.194  -0.263
O: 8.355 15.245 8.838  -0.054
H: 10.664 15.106 7.267  0.105
H: 10.857 17.504 8.514  0.119
H: 9.707 17.016 7.249  0.129
H: 8.548 17.112 9.438  0.119
H: 9.602 16.043 10.184  0.097
H: 7.678 15.146 9.513  0.090
O: 12.723 21.297 13.355  -0.054
C: 12.584 20.356 12.338  -0.249
C: 11.413 20.760 11.376  -0.245
O: 11.345 19.802 10.355  -0.071
H: 11.977 21.238 13.956  0.091
H: 13.528 20.258 11.802  0.126
H: 12.361 19.389 12.788  0.093
H: 11.469 21.776 10.986  0.118
H: 10.494 20.871 11.951  0.105
H: 10.878 20.148 9.590  0.087
O: 9.061 12.188 11.478  -0.111
C: 8.636 11.255 12.477  -0.222
C: 7.195 10.773 12.177  -0.248
O: 7.160 9.958 11.050  -0.073
H: 9.986 12.378 11.650  0.005
H: 9.371 10.457 12.583  0.098
H: 8.755 11.858 13.378  0.093
H: 6.510 11.530 11.793  0.113
H: 6.693 10.343 13.044  0.116
H: 7.755 10.330 10.394  0.082
O: 15.459 17.639 15.225  -0.057
C: 14.814 17.646 13.981  -0.234
C: 15.478 16.683 12.978  -0.258
O: 16.719 17.228 12.725  -0.041
H: 16.301 18.084 15.106  0.089
H: 13.781 17.313 14.080  0.107
H: 14.805 18.678 13.629  0.113
H: 14.914 16.584 12.051  0.090
H: 15.499 15.675 13.392  0.115
H: 17.362 16.516 12.759  0.096

***

(3)
10 unconnected molecules or ions with the total composition C30H87O39P9 at a distorted geometry. Source: OMol25; level of theory: wB97M-V/def2-TZVPD.

The value obtained for the HOMO-LUMO gap (alpha / beta) is 9.9 / 2.5 eV. As for the electronic energy: -195977.678 eV. As for the multiplicity: 2. For the HOMO energy (alpha / beta), the calculation gives -12.224 / -12.224 eV. As for the total charge: +1.

Last column: Löwdin spin population.
CARTESIAN COORDINATES (ANGSTROEM)
C: -3.151 19.341 -10.121  0.000
O: -2.774 19.423 -11.563  0.000
P: -2.734 18.020 -12.349  0.000
O: -1.577 17.155 -11.940  0.000
O: -4.221 17.478 -12.213  0.000
C: -4.686 16.401 -12.979  0.000
O: -2.755 18.558 -13.854  0.000
C: -1.455 18.832 -14.401  0.000
H: -2.927 18.412 -9.596  0.000
H: -4.226 19.442 -9.976  0.000
H: -2.557 20.055 -9.551  0.000
H: -3.982 15.967 -13.690  0.000
H: -5.569 16.756 -13.509  0.000
H: -4.935 15.563 -12.329  0.000
H: -0.976 19.498 -13.682  0.000
H: -1.556 19.395 -15.328  0.000
H: -0.717 18.035 -14.486  0.000
C: 7.333 22.132 -4.150  0.000
O: 6.785 21.899 -5.414  0.000
P: 5.833 22.959 -6.116  0.000
O: 5.185 22.483 -7.402  0.000
O: 6.782 24.265 -6.267  0.000
C: 7.689 24.279 -7.357  0.000
O: 4.736 23.272 -4.945  0.001
C: 3.456 23.851 -5.241  0.000
H: 7.068 23.079 -3.679  0.000
H: 8.407 22.150 -4.334  0.000
H: 7.055 21.285 -3.524  0.000
H: 7.784 23.359 -7.934  0.000
H: 8.601 24.576 -6.839  0.000
H: 7.507 25.101 -8.049  0.000
H: 3.050 24.446 -4.424  0.000
H: 2.782 23.018 -5.444  0.000
H: 3.559 24.507 -6.106  0.000
C: 6.594 17.458 -5.221  0.000
O: 6.193 18.745 -4.893  0.000
P: 4.797 18.875 -4.049  0.000
O: 4.624 20.186 -3.450  0.000
O: 4.874 17.583 -3.018  0.000
C: 5.841 17.580 -2.026  0.000
O: 3.711 18.420 -5.185  0.000
C: 3.600 19.170 -6.384  0.000
H: 7.497 17.259 -4.644  0.000
H: 6.820 17.490 -6.287  0.000
H: 5.936 16.598 -5.097  0.000
H: 6.382 18.526 -1.983  0.000
H: 6.568 16.797 -2.241  0.000
H: 5.446 17.353 -1.036  0.000
H: 2.608 19.576 -6.585  0.000
H: 3.959 18.572 -7.221  0.000
H: 4.275 20.019 -6.278  0.000
C: -7.889 23.068 -8.816  0.000
O: -7.091 22.064 -9.576  0.000
P: -7.038 22.147 -11.243  0.000
O: -8.297 21.843 -11.983  0.000
O: -5.794 21.179 -11.552  0.000
C: -5.571 20.528 -12.831  0.000
O: -6.345 23.658 -11.525  0.000
C: -5.089 23.874 -10.933  0.000
H: -7.144 23.570 -8.198  0.000
H: -8.641 22.546 -8.224  0.000
H: -8.287 23.859 -9.452  0.000
H: -6.398 20.810 -13.484  0.000
H: -5.654 19.445 -12.734  0.000
H: -4.760 20.901 -13.457  0.000
H: -4.298 24.178 -11.618  0.000
H: -4.709 22.957 -10.483  0.000
H: -5.202 24.641 -10.167  0.000
C: 6.925 24.487 -12.209  0.000
O: 7.295 25.421 -11.153  0.000
P: 6.262 26.534 -10.602  0.000
O: 6.820 27.358 -9.458  0.000
O: 6.006 27.343 -12.049  0.000
C: 4.817 28.000 -12.375  0.000
O: 4.880 25.669 -10.306  0.001
C: 4.363 25.474 -8.935  0.001
H: 7.296 23.474 -12.054  0.000
H: 7.289 24.794 -13.190  0.000
H: 5.849 24.313 -12.244  0.000
H: 4.895 29.071 -12.567  0.000
H: 4.025 27.874 -11.638  0.000
H: 4.440 27.401 -13.204  0.000
H: 4.382 24.413 -8.684  0.000
H: 3.327 25.801 -8.846  0.000
H: 4.979 25.884 -8.135  0.000
C: -4.213 21.677 -7.571  0.001
O: -4.432 23.103 -7.668  0.001
P: -4.570 23.921 -6.235  0.000
O: -4.494 25.435 -6.415  0.000
O: -3.423 23.277 -5.269  0.000
C: -2.024 23.743 -5.225  0.000
O: -5.975 23.367 -5.555  0.000
C: -6.123 23.644 -4.151  0.000
H: -3.167 21.455 -7.780  0.000
H: -4.816 21.383 -8.430  0.000
H: -4.499 21.244 -6.613  0.000
H: -1.754 23.487 -4.200  0.000
H: -1.983 24.830 -5.287  0.000
H: -1.348 23.408 -6.011  0.000
H: -7.064 24.188 -4.062  0.000
H: -5.368 24.262 -3.666  0.000
H: -6.208 22.787 -3.483  0.000
C: 0.499 26.655 -3.670  0.000
O: 0.513 27.956 -4.071  0.006
P: -0.869 28.719 -4.332  -0.001
O: -0.667 30.142 -4.861  0.017
O: -1.623 27.662 -5.345  0.070
C: -1.408 27.697 -6.711  0.024
O: -1.731 28.591 -2.950  0.001
C: -2.134 29.773 -2.220  0.000
H: 1.512 26.268 -3.564  0.000
H: 0.254 26.089 -4.569  0.000
H: -0.109 26.527 -2.774  0.000
H: -2.380 27.720 -7.204  0.003
H: -0.672 26.907 -6.850  0.011
H: -0.857 28.633 -6.802  0.003
H: -1.850 30.722 -2.675  0.000
H: -1.654 29.891 -1.248  0.000
H: -3.208 29.802 -2.039  0.000
C: 0.819 20.209 -3.422  0.000
O: 0.172 20.612 -4.651  0.000
P: -0.920 19.660 -5.435  0.000
O: -0.965 19.844 -6.901  0.000
O: -0.579 18.128 -4.948  0.000
C: -1.157 16.977 -5.453  0.000
O: -2.261 20.022 -4.581  0.000
C: -3.433 19.469 -4.862  0.000
H: 1.750 20.729 -3.195  0.000
H: 1.033 19.175 -3.153  0.000
H: 0.094 20.533 -2.674  0.000
H: -0.570 16.601 -6.290  0.000
H: -2.181 17.130 -5.793  0.000
H: -1.242 16.184 -4.710  0.000
H: -4.324 20.090 -4.775  0.000
H: -3.594 18.658 -4.153  0.000
H: -3.462 18.921 -5.804  0.000
C: 3.246 22.228 -10.996  0.000
O: 2.083 22.392 -11.862  0.004
P: 1.097 21.121 -12.105  -0.001
O: 1.796 20.119 -13.040  0.010
O: 0.679 20.732 -10.557  0.006
C: 0.644 19.308 -10.201  0.000
O: -0.303 21.681 -12.778  0.014
C: -0.350 22.433 -13.947  0.001
H: 3.536 23.252 -10.763  0.000
H: 4.140 21.754 -11.403  0.000
H: 3.043 21.725 -10.050  0.000
H: -0.375 19.083 -9.885  0.000
H: 1.257 19.031 -9.344  0.000
H: 0.997 18.663 -11.006  0.000
H: -1.191 22.197 -14.599  0.000
H: 0.544 22.089 -14.467  0.001
H: -0.431 23.465 -13.606  0.001
C: -1.597 23.271 -10.122  0.073
O: -0.609 24.165 -9.730  0.283
C: 0.249 24.009 -8.706  0.006
O: 0.681 24.964 -8.085  0.385
O: 0.399 22.731 -8.437  0.014
C: 1.244 22.127 -7.532  0.000
H: -2.112 22.870 -9.249  0.026
H: -1.158 22.383 -10.578  0.034
H: -2.291 23.653 -10.870  0.001
H: 0.861 22.360 -6.538  0.000
H: 2.300 22.380 -7.633  0.000
H: 1.166 21.067 -7.776  0.001